# 1
91
Properties=species:S:1:pos:R:3:forces:R:3 method="wB97M-V/def2-TZVPD" relative_energy_kj_mol=151.3 orbital_gap_ha=0.3514 e_homo_ev=-10.454 total_energy_ha=-3185.5182
O -1.464 -4.310 -4.131 0.01 0.18 0.41
O 5.697 -0.724 -0.513 -0.97 0.88 1.55
O -1.938 5.755 -2.842 -0.17 0.24 -0.44
O 1.172 -1.349 -0.968 1.46 -0.40 1.16
O -3.795 -1.641 3.290 -0.78 1.10 0.29
O 4.287 2.173 3.816 2.70 2.04 -0.36
O 2.141 3.512 -1.213 -1.38 0.47 1.03
O -0.649 2.529 2.718 -0.09 -0.53 -0.18
O -1.845 -2.406 0.714 -0.86 -1.16 -0.99
O 1.063 -6.736 -1.474 -1.26 0.79 0.58
O -2.936 -3.042 -1.077 0.75 0.07 1.14
O -3.729 0.865 -1.245 -1.40 -0.56 -0.62
O -0.801 -5.775 -0.854 -0.51 -0.54 0.09
O -5.610 -0.431 3.271 0.34 -0.31 0.32
O 1.167 3.317 0.721 0.41 -0.97 0.26
O 0.282 -3.180 -3.602 -0.46 0.46 0.15
O 5.115 -1.026 -3.715 0.61 -0.16 -0.30
O -3.485 5.173 -4.267 0.64 0.21 0.35
O 5.576 1.112 0.579 -0.15 1.30 0.88
O -0.503 4.508 3.459 -0.11 1.66 0.25
O 4.197 -2.753 -2.839 0.02 -1.63 0.50
O -4.869 -0.398 0.058 -0.51 0.21 -0.93
O 1.332 -1.209 2.232 -0.81 -0.19 0.20
O 1.246 -3.304 2.553 1.12 -2.75 -0.63
O -0.432 -0.465 -1.996 -0.35 0.59 -0.42
O 6.428 2.839 3.893 -1.46 -0.66 0.48
N 0.390 -5.791 -1.055 1.43 -0.60 -0.73
N -2.620 4.946 -3.444 -0.36 -0.93 0.73
N -2.702 -3.084 0.131 -0.11 2.19 -0.19
N -4.594 0.000 -1.072 2.55 -0.23 1.50
N -0.040 3.427 3.267 0.01 -1.28 0.30
N 4.165 -1.679 -3.345 -0.50 2.26 0.02
N -0.881 -3.254 -3.955 0.16 -1.72 -1.33
N 5.262 2.946 3.549 -0.34 -1.74 -0.52
N -4.408 -0.563 3.275 0.64 -0.49 -0.89
N 1.340 3.869 -0.342 1.51 -0.19 -0.46
N 5.209 -0.009 0.393 1.23 -2.34 -2.47
N 0.768 -2.233 2.613 -0.16 2.42 0.84
N 0.294 -0.545 -1.021 -2.61 0.16 -0.56
C 1.140 -4.536 -0.781 -0.91 -0.06 -0.32
C 4.126 -0.654 1.183 -0.16 0.64 -0.04
C -0.506 -2.168 3.399 0.05 0.40 -0.21
C -1.654 -2.017 -4.301 1.12 -1.24 0.45
C 2.844 -0.959 -3.471 0.28 -0.93 -0.37
C 0.577 5.098 -0.483 -1.18 1.01 -0.11
C -5.106 -0.793 -2.220 -1.24 0.00 0.35
C -3.595 0.673 3.055 0.19 0.46 0.63
C -3.596 -3.941 0.914 -0.77 -1.38 -0.14
C -0.067 0.350 0.128 1.24 0.50 0.42
C 5.052 4.096 2.650 -0.85 0.55 -0.66
C 1.322 3.106 3.729 1.49 -0.30 0.40
C -2.407 3.510 -3.040 0.05 -0.48 -0.19
H -1.339 3.291 -3.055 -0.08 0.14 -0.37
H 2.839 -0.641 -4.514 -0.28 0.17 0.20
H 5.270 4.966 3.269 -0.40 0.09 -0.23
H -0.175 -2.247 4.434 -0.13 -0.07 -0.05
H -5.377 -0.114 -3.030 0.40 -0.23 -0.01
H -2.720 3.316 -2.014 -0.29 0.54 -0.05
H -0.872 -1.426 -4.777 -0.60 0.74 0.44
H 1.646 3.557 4.668 -0.92 0.33 0.09
H 0.369 -3.766 -0.753 0.34 0.07 0.16
H 5.704 4.120 1.777 0.57 -0.59 0.52
H -5.991 -1.293 -1.827 -0.09 0.21 -0.14
H 2.049 3.501 3.019 -0.39 -0.30 -0.31
H -1.001 -1.211 3.234 0.02 -0.31 -0.11
H 1.231 5.964 -0.389 0.18 -0.21 -0.65
H 0.908 0.761 0.391 -0.21 0.11 0.48
H -2.448 -2.327 -4.980 0.09 0.17 0.30
H 2.871 -0.112 -2.787 -0.01 -0.16 -0.12
H -3.998 -3.618 1.875 0.98 0.76 -0.02
H 1.778 -4.401 -1.655 0.40 0.11 0.59
H 3.366 -0.895 0.440 0.03 -0.30 0.26
H -2.984 2.871 -3.709 0.24 0.18 0.03
H 4.554 -1.537 1.657 -0.21 0.11 -0.15
H -1.954 -1.817 -3.272 -0.36 1.29 -0.41
H -4.421 -1.608 -2.455 0.42 0.55 -0.07
H -0.478 -0.204 0.972 0.25 -0.25 -0.44
H -4.068 1.512 3.564 -0.29 -0.20 -0.22
H -3.569 0.842 1.978 0.03 -0.12 0.10
H 1.436 2.029 3.846 -0.17 0.18 -0.44
H 1.580 -4.705 0.202 0.45 0.33 -0.32
H 2.078 -1.701 -3.244 -0.05 0.46 -0.03
H -0.019 5.037 -1.394 0.42 0.40 -0.17
H -0.112 5.183 0.357 0.09 -0.37 -0.05
H -4.479 -4.117 0.300 0.37 -0.20 -0.19
H -1.086 -3.038 3.090 -0.03 0.37 0.18
H 3.740 0.075 1.895 0.17 -0.17 0.00
H -3.007 -4.853 1.012 -0.27 -0.21 0.16
H -2.601 0.574 3.492 -0.10 -0.37 -0.31
H 4.065 4.042 2.190 -0.18 0.22 0.67
H -0.742 1.165 -0.131 0.06 -0.46 -0.57


# 2
86
Properties=species:S:1:pos:R:3:forces:R:3 method="wB97M-V/def2-TZVPD" charge=-1 orbital_gap_ha=0.1680 e_homo_ev=-3.714 total_energy_ha=-3562.4734
In -1.748 -6.297 -1.492 -0.05 -0.29 -0.47
Cl -1.318 -6.167 0.963 0.01 0.17 0.15
P 0.407 -5.857 -2.756 -0.41 -0.02 -0.36
O 4.048 4.917 -5.455 -0.10 0.12 -0.08
O -2.765 8.337 0.311 0.03 -0.45 0.25
O 2.680 6.001 -4.192 0.01 0.02 -0.17
O 2.633 2.135 -1.318 0.40 0.12 -0.17
O -2.873 2.960 0.121 0.07 -0.03 0.18
O -3.666 0.000 8.163 0.25 -0.05 -0.45
O -2.892 7.089 2.076 0.05 0.09 -0.48
O 0.640 -1.780 -0.230 0.44 0.42 0.42
O 0.632 1.889 4.340 -0.02 -0.22 -0.50
O -2.513 1.832 -5.057 -0.15 -0.30 0.39
O 1.921 -1.507 1.502 -0.40 -0.10 -0.32
O -1.895 -1.736 3.989 -0.53 -0.19 -0.20
O -3.132 0.083 -3.931 0.09 0.51 -0.12
O 4.502 -3.494 -3.017 0.24 0.41 0.06
O -3.250 -1.853 2.307 0.07 0.03 0.50
O -0.158 0.576 2.811 0.12 0.40 0.28
O 5.426 -1.625 -3.596 -0.18 -0.25 0.28
O 4.609 1.560 -1.977 -0.22 0.40 0.03
O -3.475 -0.413 6.044 -0.08 0.38 0.67
O -1.181 3.443 1.361 -0.10 -0.15 -0.06
N 0.917 -1.941 0.943 -0.14 -0.31 -0.14
N -2.267 2.928 1.177 0.06 -0.03 0.04
N 3.657 2.317 -1.958 -0.18 -0.27 0.14
N -2.704 7.261 0.883 -0.06 0.24 0.19
N -2.942 -2.086 3.462 0.32 0.22 -0.06
N -2.917 1.271 -4.045 0.06 -0.04 -0.22
N 3.038 5.564 -5.269 0.00 0.05 0.02
N 0.667 1.366 3.233 -0.16 -0.19 0.04
N -3.034 -0.050 7.123 -0.08 -0.05 -0.14
N 4.759 -2.317 -2.841 -0.12 -0.11 -0.23
C -0.031 -2.773 1.739 0.12 0.08 -0.07
C 1.791 1.692 2.313 0.10 0.08 0.20
C 2.155 5.843 -6.439 0.09 -0.06 -0.02
C 1.267 -4.485 -1.869 0.10 0.04 0.00
C -3.889 -2.841 4.324 -0.11 -0.18 -0.18
C -2.912 2.236 2.328 0.12 0.00 0.09
C 2.111 -7.412 -1.009 -0.02 -0.13 0.01
C -3.165 2.151 -2.865 -0.06 -0.16 -0.01
C -1.599 0.362 7.158 -0.06 -0.03 -0.11
C 1.426 -7.366 -2.369 -0.23 0.37 0.38
C 3.724 3.558 -2.785 0.17 -0.26 0.21
C 4.184 -1.673 -1.621 0.05 0.07 -0.15
C -2.378 6.049 0.078 -0.01 0.29 -0.17
H -4.761 -3.112 3.742 0.05 0.02 -0.13
H 3.185 -7.310 -1.095 0.31 0.14 0.03
H 0.513 -3.642 2.096 0.04 -0.02 -0.04
H -2.231 2.642 -2.617 0.03 0.02 -0.03
H -4.146 -2.187 5.149 0.04 -0.09 0.02
H -2.244 6.350 -0.953 -0.02 0.06 -0.01
H -2.244 2.327 3.174 0.02 -0.05 0.03
H -0.381 -2.165 2.565 0.12 0.06 0.01
H -1.471 5.617 0.483 -0.02 -0.06 0.09
H 1.182 5.416 -6.218 -0.03 0.02 0.05
H 2.135 -4.823 -1.322 0.26 -0.20 0.22
H 2.082 6.921 -6.535 -0.03 0.03 0.05
H -1.097 -0.288 7.867 -0.01 0.01 0.06
H -3.861 2.733 2.509 -0.05 -0.01 -0.08
H -3.039 -5.198 -1.953 0.09 0.09 0.24
H -3.207 5.360 0.178 -0.01 -0.04 0.07
H -3.360 -3.723 4.670 0.02 0.01 0.05
H 4.676 3.578 -3.294 0.04 -0.03 -0.03
H -3.063 1.195 2.056 0.00 -0.01 -0.08
H -1.568 1.392 7.497 -0.01 0.01 0.06
H 2.446 2.395 2.812 -0.02 0.02 0.04
H 4.572 -2.210 -0.762 -0.03 -0.05 0.02
H 1.911 -8.354 -0.516 0.02 -0.34 0.17
H -1.193 0.257 6.159 -0.02 -0.01 -0.03
H 2.137 -7.518 -3.168 0.22 -0.14 -0.26
H -0.844 -3.066 1.085 0.04 -0.07 -0.02
H 2.602 5.391 -7.314 0.04 -0.03 -0.01
H 4.475 -0.628 -1.624 -0.01 -0.13 0.03
H 1.628 -3.755 -2.579 0.07 0.31 -0.29
H 2.291 0.758 2.076 -0.07 -0.06 -0.06
H 0.614 -3.984 -1.172 -0.21 0.12 0.15
H 2.898 3.516 -3.483 -0.09 -0.01 0.03
H -3.520 1.544 -2.044 0.02 -0.08 0.00
H 1.353 2.116 1.417 -0.05 -0.01 -0.11
H -2.198 -7.978 -1.841 0.08 0.07 0.16
H 3.610 4.399 -2.110 -0.09 0.04 -0.01
H 1.738 -6.643 -0.348 -0.07 0.21 0.25
H -3.909 2.880 -3.171 0.03 0.06 -0.01
H 0.695 -8.159 -2.399 -0.18 -0.41 -0.31
H 3.104 -1.789 -1.673 -0.01 -0.08 0.04